i | 23
Properties=species:S:1:pos:R:3:mulliken_charge:R:1 method="wB97M-V/def2-TZVPD" homo_energy_ha=-0.3191 lumo_energy_ha=-0.0641 homo_lumo_gap_ev=6.94
C 1.203 0.104 -1.907 -0.410
C 1.632 -0.028 -0.453 -0.837
C 0.997 1.010 0.489 -0.882
C -0.468 0.706 0.858 -0.292
N -0.561 -0.541 1.573 -0.448
C -1.852 -1.104 1.664 -0.296
N -2.592 -1.422 0.501 -0.669
N 1.779 1.314 -2.506 -0.610
H 0.121 0.185 -1.901 0.287
H 1.610 -0.758 -2.440 0.338
H 2.708 0.046 -0.381 0.402
H 1.367 -0.994 -0.022 0.418
H 1.569 0.935 1.419 0.341
H 1.071 2.024 0.096 0.438
H -0.821 1.569 1.437 0.424
H -1.042 0.640 -0.067 0.207
H -0.643 -1.633 -0.394 0.418
H -1.731 -2.044 2.209 0.298
H -2.460 -0.454 2.308 0.414
H -2.929 -0.600 -0.009 0.346
H -1.410 -1.471 -0.035 -0.303
H 1.602 1.304 -3.495 0.224
H 1.379 2.150 -2.092 0.191

ii | 23
Properties=species:S:1:pos:R:3:mulliken_charge:R:1 method="wB97M-V/def2-TZVPD" homo_energy_ha=-0.2946 lumo_energy_ha=0.0356 homo_lumo_gap_ev=8.99 smiles="N/C=C/N.CC(C)N"
N -2.862 -1.207 -0.814 -0.558
C -2.429 -0.220 0.098 -0.096
C -3.242 0.504 0.856 -0.246
N -2.799 1.476 1.794 -0.532
H -3.182 -2.062 -0.382 0.226
H -2.161 -1.445 -1.503 0.256
H -1.359 -0.027 0.124 0.139
H -4.319 0.361 0.813 0.327
H -3.468 1.630 2.540 0.248
H -2.584 2.378 1.382 0.218
C 1.699 0.867 0.412 -1.326
C 2.612 -0.113 -0.302 0.657
C 2.008 -1.515 -0.364 -1.287
N 3.038 0.288 -1.642 -0.658
H 1.375 0.482 1.381 0.368
H 2.202 1.819 0.605 0.372
H 0.802 1.119 -0.160 0.261
H 3.541 -0.238 0.265 0.175
H 2.712 -2.226 -0.792 0.354
H 1.719 -1.868 0.625 0.376
H 1.122 -1.533 -1.007 0.221
H 3.311 1.268 -1.627 0.249
H 2.264 0.263 -2.300 0.254

Which structure is the most stable? The one labeled ii.